ORCA calculation (ωB97M-V with the def2-TZVPD basis set) on C6H9ClS in the gas phase at a distorted geometry.

Calculated values
- gap between HOMO and LUMO (eV) = 7.98

Geometry as XYZ:
```
17
Properties=species:S:1:pos:R:3:forces:R:3:nbo_charge:R:1
C 1.068 -1.102 1.243 0.407 -0.439 0.044 -0.6515
C 0.787 -0.138 0.113 1.062 -0.961 -0.333 -0.0917
C 1.965 0.275 -0.653 1.079 0.967 -0.233 -0.2630
S 3.550 0.183 -0.242 -1.024 -0.285 -0.032 0.0281
C -0.403 0.232 -0.373 -0.477 0.930 1.208 -0.1182
C -1.678 0.129 0.431 0.081 -0.620 -0.635 -0.2001
C -2.235 1.481 0.814 -1.441 0.429 -0.079 -0.6301
Cl -2.923 -0.628 -0.664 -0.045 -0.117 -0.069 -0.0897
H 1.581 -2.000 0.799 -0.561 0.743 0.413 0.2380
H 1.784 -0.726 2.007 -0.536 0.052 -0.604 0.2437
H 0.152 -1.420 1.740 0.173 -0.060 -0.011 0.2117
H 1.777 0.844 -1.573 -0.311 -0.315 0.184 0.1989
H -0.467 0.902 -1.241 0.076 -0.468 0.220 0.2171
H -1.638 -0.593 1.258 0.277 0.560 -0.222 0.2284
H -3.192 1.320 1.347 0.309 0.037 -0.428 0.2282
H -1.667 2.102 1.499 0.671 -0.187 -0.146 0.2276
H -2.470 2.049 -0.117 0.260 -0.267 0.724 0.2228
```
Forces are in eV/Å.


ORCA calculation (ωB97M-V with the def2-TZVPD basis set) on a molecular structure, C4H5O5S at a distorted geometry.

Calculated values
- total charge = -1
- gap between HOMO and LUMO (eV) = 5.92

Geometry as XYZ:
```
15
Properties=species:S:1:pos:R:3:forces:R:3:nbo_charge:R:1
C 0.615 -1.972 -0.509 -1.665 -1.259 -1.492 0.6632
C 0.993 -1.338 0.776 2.055 3.097 2.880 0.4985
C 1.589 -0.130 -0.207 -0.878 -0.837 1.324 -0.0130
C 0.937 1.219 -0.126 -2.657 0.646 2.449 -0.6985
O 0.996 -1.490 1.980 -0.260 -0.354 -2.723 -0.4553
O 0.029 -2.935 -0.884 0.183 -0.441 0.288 -0.5138
O -2.355 1.723 -0.728 -0.396 -1.399 0.058 -1.0540
O -4.014 0.871 0.855 0.460 -0.769 -0.480 -1.0228
O 1.074 -0.984 -1.286 0.930 0.513 -0.229 -0.4668
S -3.065 0.477 -0.227 1.528 1.588 1.181 1.3957
H -1.721 -0.225 0.606 -1.362 0.498 -0.736 -0.2704
H 2.698 0.017 -0.233 -0.785 -0.724 -0.101 0.1857
H 1.085 1.580 0.970 0.293 -0.334 -1.790 0.2231
H -0.272 1.298 -0.155 2.693 -0.588 -0.617 0.3189
H 1.411 1.889 -0.833 -0.139 0.363 -0.011 0.2095
```
Forces are in eV/Å.